Molecular formula: C19H20As2F6N2NaO7S3
Method: DFT, wB97M-V/def2-TZVPD

## Properties
Charge: -1
Gap between HOMO and LUMO, hartree: 0.2901
HOMO energy, eV: -5.756
Spin multiplicity: 1
Electronic energy, eV: -212248.0348
Maximum force, eV Å⁻¹: 0.81
ΔE to the lowest compared entry with this formula, charge and spin, eV: 0.140

The geometry in XYZ format:
```
60
Properties=species:S:1:pos:R:3:forces:R:3
Na 1.1516 0.7491 0.3918 -0.307 0.360 -0.660
F -0.1247 0.2941 5.4507 0.020 0.047 0.013
C 1.1357 0.2661 5.0399 0.004 -0.084 -0.025
F 1.6747 1.4703 5.2118 0.036 0.022 -0.012
F 1.8087 -0.6035 5.7965 -0.046 -0.039 -0.023
S 1.1810 -0.2128 3.2348 0.452 -0.130 0.288
O -0.0111 -0.9672 3.0166 -0.044 -0.016 -0.048
O 1.3937 1.0342 2.5318 -0.191 -0.007 0.487
N 2.4849 -1.1343 3.1920 -0.157 0.134 -0.101
S 3.4279 -1.0129 1.9441 0.114 -0.004 0.064
O 2.7419 -0.6648 0.7153 0.538 -0.404 0.123
O 4.3485 -2.1051 1.9099 -0.025 -0.004 0.046
C 4.5066 0.4952 2.2732 -0.023 0.023 -0.017
F 4.3720 0.9287 3.5267 0.003 -0.028 -0.001
F 5.7923 0.1907 2.0776 -0.016 -0.004 -0.022
F 4.1935 1.4970 1.4470 -0.003 -0.017 0.028
C 1.1385 0.8482 -4.1941 0.019 0.011 -0.106
As 0.7651 0.0577 -2.4427 -0.120 -0.127 -0.102
C -1.1708 0.3885 -2.5097 0.041 0.012 -0.057
C 0.6645 -1.8432 -2.9538 0.011 0.036 -0.011
C 1.0187 -2.2886 -4.2254 -0.021 -0.032 -0.012
C 0.8949 -3.6271 -4.5721 0.010 0.022 -0.010
C 0.4003 -4.5369 -3.6506 -0.016 -0.016 0.016
C 0.0639 -4.1043 -2.3759 0.003 0.018 -0.014
C 0.2072 -2.7699 -2.0070 0.004 -0.075 -0.040
As -0.1318 -2.1480 -0.1727 0.097 0.150 0.185
C 0.7902 -3.5784 0.7965 -0.083 0.002 -0.051
C -1.9655 -2.7756 0.0793 -0.014 -0.069 -0.070
H 0.4663 0.4545 -4.9574 0.006 0.032 -0.013
H 2.1728 0.6834 -4.4940 0.002 -0.027 0.016
H 0.9780 1.9219 -4.0970 -0.002 -0.001 0.025
H -1.5934 -0.1184 -3.3774 -0.036 0.016 0.012
H -1.3196 1.4651 -2.5873 0.003 0.000 -0.012
H -1.6496 0.0469 -1.5941 0.023 -0.028 0.015
H 1.3968 -1.5914 -4.9628 -0.008 -0.001 0.006
H 1.1813 -3.9555 -5.5641 -0.007 -0.003 0.000
H 0.2850 -5.5803 -3.9184 0.006 0.000 -0.002
H -0.3118 -4.8235 -1.6563 0.012 0.001 0.007
H 0.5016 -4.5574 0.4135 0.017 -0.023 0.045
H 0.5144 -3.4973 1.8475 0.012 0.022 0.002
H 1.8671 -3.4494 0.7042 0.006 0.005 -0.017
H -2.0207 -3.8640 0.0295 -0.036 0.005 -0.016
H -2.6032 -2.3391 -0.6884 -0.007 0.005 0.009
H -2.3120 -2.4264 1.0510 0.023 0.002 0.010
O -3.3034 0.5252 1.4837 -0.049 0.064 0.004
S -2.2759 1.4947 1.7689 0.163 -0.275 -0.053
O -1.8077 1.5844 3.1284 -0.006 -0.088 -0.024
N -1.0667 1.3652 0.6920 -0.136 0.602 0.198
C -0.8200 2.5444 0.0879 -0.307 -0.172 -0.091
O 0.1183 2.7572 -0.6914 0.121 -0.069 0.132
C -1.8539 3.5965 0.3993 0.066 0.076 -0.091
C -1.9583 4.8757 -0.1185 0.004 -0.033 0.037
C -3.0275 5.6593 0.2959 -0.007 0.002 0.009
C -3.9621 5.1693 1.2074 -0.025 0.033 -0.006
C -3.8490 3.8871 1.7308 0.073 0.031 -0.058
C -2.7789 3.1265 1.3015 -0.204 0.051 -0.022
H -1.2206 5.2356 -0.8237 -0.002 -0.002 -0.005
H -3.1409 6.6640 -0.0920 -0.005 0.001 0.001
H -4.7894 5.7991 1.5109 0.004 0.004 0.000
H -4.5691 3.4999 2.4389 0.011 -0.013 0.012
```
Positions in Å, forces in eV/Å.



Molecular formula: C19H20AsBaN6O6PS2
Method: DFT, wB97M-V/def2-TZVPD

## Properties
Charge: -1
Expectation value of S²: 0.762
Gap between HOMO and LUMO (spin up / spin down), hartree: 0.2499 / 0.2058
HOMO energy (spin up / spin down), eV: -4.384 / -4.351
Spin multiplicity: 2
Electronic energy, eV: -133748.6635
Maximum force, eV Å⁻¹: 3.56
ΔE to the lowest compared entry with this formula, charge and spin, eV: 0.000

The geometry in XYZ format:
```
56
Properties=species:S:1:pos:R:3:forces:R:3
Ba 0.7102 1.3844 0.4340 -0.060 -3.372 -1.142
C -4.0669 -1.9578 -1.7638 -0.187 -0.355 0.019
N -3.0541 -0.9522 -1.5652 0.107 -0.072 0.351
C -3.2121 0.3136 -2.0437 0.252 0.511 -0.287
C -2.1453 1.0316 -1.6000 -0.371 -0.017 -0.152
N -1.3490 0.2328 -0.8359 -0.348 -1.013 0.276
C -1.9212 -0.9699 -0.8071 0.366 0.508 -0.348
P -1.4022 -3.7756 -1.1272 0.052 0.482 0.463
C -0.6408 -3.1651 -2.6243 -0.055 -0.169 -0.081
N -0.4358 -1.9157 -3.0184 -0.061 0.133 0.148
C 0.1305 -1.9892 -4.2418 0.138 -0.025 -0.249
C 0.2821 -3.2951 -4.6275 -0.070 -0.159 0.212
N -0.2094 -4.0461 -3.5884 0.134 0.496 -0.439
C -0.2981 -5.4788 -3.5366 -0.030 -0.371 0.048
C -0.1281 -2.1458 0.5967 0.436 0.434 -0.163
N 0.8488 -1.2732 0.3689 -0.562 -0.550 -0.263
C 1.9196 -1.6643 1.1148 0.107 -0.385 0.150
C 1.6032 -2.8071 1.7829 0.341 0.250 0.074
N 0.3090 -3.1030 1.4623 0.016 0.031 -0.025
C -0.3783 -4.2413 2.0307 -0.240 -0.350 0.179
H -4.6258 -1.7060 -2.6658 0.030 0.036 0.011
H -4.7268 -2.0113 -0.8983 0.040 -0.023 -0.038
H -3.6174 -2.9419 -1.8984 -0.079 0.079 0.015
H -4.0507 0.5733 -2.6638 -0.021 0.035 -0.027
H -1.9085 2.0665 -1.7806 -0.014 0.094 0.012
H 0.4057 -1.1019 -4.7859 0.027 0.036 -0.058
H 0.6940 -3.7455 -5.5128 0.016 -0.038 -0.039
H 0.2200 -5.9014 -4.3973 -0.028 0.040 0.043
H -1.3417 -5.8052 -3.5551 0.092 -0.006 0.012
H 0.1687 -5.8555 -2.6236 -0.052 0.008 -0.070
H 2.8392 -1.1017 1.1196 0.048 0.009 0.050
H 2.1626 -3.4238 2.4622 0.025 -0.015 0.043
H 0.3703 -4.8943 2.4773 0.109 0.003 -0.010
H -0.9153 -4.7893 1.2592 0.019 0.012 0.124
H -1.1018 -3.9208 2.7785 0.085 -0.038 -0.094
O 3.4487 2.5622 4.0028 -0.183 0.105 -0.231
As 2.3282 2.5341 2.6061 1.214 1.404 1.875
O 1.0928 1.5215 2.9557 -0.537 -0.237 0.548
O 3.1319 2.0924 1.2616 0.628 -0.243 -0.759
C 1.9331 4.4568 2.5479 0.398 -0.320 0.462
C 2.5410 5.2083 3.5456 0.181 -0.005 0.223
C 2.4498 6.5918 3.5797 -0.013 0.047 -0.009
C 1.7432 7.2543 2.5955 -0.028 -0.054 -0.050
C 1.1198 6.5151 1.6003 -0.091 0.167 -0.083
C 1.2102 5.1342 1.5763 -0.518 0.133 -0.565
S 0.2335 4.2942 0.3136 -0.303 1.979 0.174
O -0.5512 5.2888 -0.3832 0.359 -0.307 0.343
O -0.5339 3.3361 1.1083 -1.026 0.861 0.351
O 1.1861 3.5732 -0.5233 0.423 0.952 -0.890
H 3.5703 1.6525 4.2906 -0.064 -0.120 0.019
H 3.1063 4.6999 4.3119 0.003 -0.001 0.009
H 2.9344 7.1404 4.3774 0.004 0.004 0.001
H 1.6604 8.3330 2.6032 -0.005 0.026 -0.012
H 0.5291 6.9980 0.8333 0.010 -0.001 0.005
S -2.7948 -2.6173 1.1279 -0.429 0.012 0.171
C -1.4735 -2.1931 -0.0571 -0.284 -0.635 -0.326
```
Positions in Å, forces in eV/Å.



Molecular formula: C19H20BiF5N5O6PS2
Method: DFT, wB97M-V/def2-TZVPD

## Properties
Charge: -1
Expectation value of S²: 0.775
Gap between HOMO and LUMO (spin up / spin down), hartree: 0.1965 / 0.3067
HOMO energy (spin up / spin down), eV: -3.127 / -6.249
Spin multiplicity: 2
Electronic energy, eV: -90152.1197
Maximum force, eV Å⁻¹: 3.00
ΔE to the lowest compared entry with this formula, charge and spin, eV: 0.124

The geometry in XYZ format:
```
59
Properties=species:S:1:pos:R:3:forces:R:3
Bi 9.8007 11.1665 11.6694 0.353 0.148 -0.177
N 12.1451 10.0728 15.2221 0.480 -0.013 0.228
C 13.3690 9.8869 15.8323 -0.765 -0.229 -0.728
C 13.5161 10.9362 16.6690 -0.429 0.850 0.290
N 12.4125 11.7662 16.5681 0.579 0.204 0.821
C 11.6125 11.2039 15.6991 -0.628 1.282 0.318
C 10.2675 11.8547 15.4067 2.097 -2.112 0.381
N 9.8557 12.3956 14.3100 -1.263 1.361 -0.984
C 8.5618 12.8723 14.6033 0.664 -0.870 0.398
C 8.2045 12.5007 15.8650 1.994 -0.106 -1.020
N 9.3363 11.8737 16.3517 -1.516 0.673 0.221
H 11.6295 9.4722 14.6105 -0.309 -0.626 -0.848
H 13.9945 9.0683 15.5428 0.143 -0.213 0.137
H 14.3169 11.1605 17.3551 0.034 0.006 -0.122
H 7.9914 13.4011 13.8900 -0.397 0.316 -0.545
H 7.3412 12.5821 16.4507 -0.992 0.218 0.511
H 9.3408 11.4081 17.2172 0.456 -0.623 1.018
C 10.4738 6.8505 6.3493 0.618 0.895 -0.139
C 9.7324 8.0166 6.9624 -1.187 -1.207 1.143
O 10.6490 8.9695 7.4111 0.605 1.641 -0.650
P 11.1333 9.3063 8.8933 -0.335 0.587 -0.114
S 12.1548 10.9594 9.0107 -0.203 -0.170 -0.154
S 9.5005 9.1637 10.0434 -0.811 -0.150 0.424
O 11.9626 8.0096 9.2622 0.191 -0.399 0.402
C 13.1953 7.8266 8.5604 0.884 -0.604 2.004
C 13.7731 6.4593 9.0048 -0.545 0.427 0.154
H 9.7583 6.0919 6.1373 -0.501 -0.846 -0.244
H 11.2050 6.4688 7.1058 -0.423 0.280 -0.943
H 10.9183 7.1853 5.3854 0.174 -0.458 0.753
H 9.1552 7.6427 7.8173 0.172 -0.071 0.168
H 8.9187 8.4413 6.3547 0.808 0.303 -0.336
H 13.8634 8.6650 8.8123 -0.057 -0.350 0.068
H 12.9921 7.9045 7.5324 -0.083 -0.275 -1.570
H 13.9608 6.4292 10.1126 -0.289 0.122 -1.087
H 14.7186 6.3262 8.4863 0.157 -0.198 -0.007
H 13.0827 5.6294 8.7240 0.492 0.603 0.255
O 10.3837 9.2440 13.4417 -0.062 0.130 -0.135
C 9.1671 9.4194 13.7491 1.429 -0.691 0.073
O 8.4664 10.1446 12.9119 -1.143 0.141 0.024
C 8.5767 8.9123 14.9456 -1.560 0.752 -1.042
C 7.1679 9.2131 15.1060 1.385 -0.653 1.863
C 6.5995 8.8602 16.3084 -0.928 0.382 -0.785
C 7.2722 8.0983 17.2769 1.068 -0.322 -0.784
C 8.6628 7.8561 17.0833 -0.761 -1.292 1.460
C 9.2834 8.2095 15.9600 1.790 0.921 -1.815
N 6.5345 7.4150 18.2142 -0.203 0.439 1.169
O 7.1132 6.6809 19.0730 -0.523 0.440 -0.806
O 5.2944 7.6491 18.2199 0.337 -0.659 0.462
H 6.5931 9.7279 14.3581 0.119 0.150 -0.183
H 5.5651 9.0798 16.5265 -0.078 -0.030 -0.195
H 9.1878 7.2125 17.7657 -0.024 0.061 0.479
H 10.3865 7.9946 15.8294 -1.511 0.199 0.070
F 6.6974 12.0869 11.7249 -0.026 -0.416 0.251
C 7.7555 12.2939 10.9039 0.295 0.016 -0.306
F 7.3574 11.8928 9.6312 0.303 -0.015 0.692
C 7.8164 13.8282 10.7768 0.195 -0.024 0.157
F 6.5908 14.2739 10.5560 -0.590 0.599 -0.239
F 8.5894 14.1881 9.7553 0.322 0.078 -0.191
F 8.2777 14.4788 11.8754 -0.001 -0.598 -0.244
```
Positions in Å, forces in eV/Å.



Molecular formula: C19H20Br27FN2O4S2
Method: DFT, wB97M-V/def2-TZVPD

## Properties
Gap between HOMO and LUMO, hartree: 0.2379
HOMO energy, eV: -8.915
Spin multiplicity: 1
Electronic energy, eV: -1946716.8967
Maximum force, eV Å⁻¹: 8.72

The geometry in XYZ format:
```
75
Properties=species:S:1:pos:R:3:forces:R:3
C -2.9892 -0.6067 5.4752 -0.408 -0.558 -0.849
C -3.6728 -0.5700 3.9945 2.100 -1.055 -0.055
O -3.9127 0.7770 3.5138 -1.191 -1.300 -0.276
C -4.9249 0.8250 2.4831 -1.261 1.427 -0.192
C -4.3439 1.1460 1.0017 0.587 -0.873 0.261
C -2.9591 0.3293 0.8578 -0.687 -1.389 -0.925
C -2.9726 -1.1723 0.4977 4.348 2.554 0.807
S -4.4699 -2.1856 0.1698 -3.371 0.538 -0.771
O -5.0999 -2.7939 1.4158 6.314 1.025 -2.265
O -5.5511 -1.4739 -0.6152 6.857 -0.857 0.259
F -3.9525 -3.4925 -0.7836 -0.355 2.556 1.939
C -1.5723 -1.9229 0.4201 0.651 3.651 1.739
C -0.2612 -1.1074 0.7141 -2.473 -1.330 0.338
O 0.9788 -1.8503 0.6723 -2.403 1.077 1.397
C -0.2428 0.4216 1.0606 -1.369 1.458 0.281
N 0.8400 1.3356 1.3406 -5.154 -0.912 -0.188
S 0.0446 2.8341 1.6821 0.423 -4.091 -0.586
N -1.6596 2.5669 1.4910 3.701 -7.860 -0.763
C -1.6392 1.1519 1.1337 -0.245 -1.149 0.077
H -3.7516 -1.0976 6.1755 1.267 1.036 -0.685
H -2.0639 -1.2998 5.4208 -1.529 1.179 0.153
H -2.6481 0.4278 5.8152 -0.686 -1.444 -0.436
H -2.8702 -1.0301 3.2903 -1.359 0.553 0.970
H -4.5745 -1.2718 3.9390 0.950 1.308 0.135
H -5.6349 -0.0893 2.4842 1.458 1.185 -0.089
H -5.6069 1.7279 2.7445 1.068 -1.447 -0.400
H -4.1672 2.2650 0.8181 -0.028 -1.728 0.576
H -5.1344 0.8130 0.2398 1.348 0.268 1.036
H -1.5698 -3.0371 0.1683 0.377 1.884 0.438
H 1.0013 -2.2862 1.5651 0.244 0.413 -1.180
C -8.9265 -2.4578 0.2766 -0.034 0.447 0.037
Br -9.4207 -4.1556 -0.5242 0.081 0.257 0.161
Br -10.1295 -1.9631 1.7209 -0.060 -0.026 -0.133
Br -7.0632 -2.4410 0.8442 -7.800 -1.617 1.338
H -9.0320 -1.6980 -0.4981 -0.189 -0.254 0.167
C 0.0990 -0.5860 -3.6464 0.030 -0.006 -0.356
Br -0.5709 -0.9653 -1.8615 0.383 0.352 -1.787
Br -1.2942 -0.7386 -4.9893 0.211 0.056 0.236
Br 0.9953 1.1323 -3.7277 -0.385 -0.257 0.100
H 0.8460 -1.3461 -3.8748 -0.172 0.219 0.058
C -2.0598 6.5990 0.7414 0.492 0.612 0.176
Br -3.1024 7.5387 2.0808 0.155 -0.218 -0.263
Br -1.4161 4.8849 1.3972 -2.004 4.590 -0.909
Br -3.0301 6.4081 -0.9266 0.193 -0.083 0.412
H -1.1839 7.2124 0.5321 -0.328 -0.071 0.002
C -11.6764 1.5787 2.8678 0.013 -0.075 -0.119
Br -12.6850 3.2346 2.7998 0.204 -0.310 0.061
Br -9.7995 1.8931 3.2483 -0.388 -0.042 -0.024
Br -12.4615 0.3070 4.1053 0.194 0.281 -0.230
H -11.7298 1.1320 1.8755 0.037 0.094 0.289
C 4.4631 -1.7689 -3.1642 0.153 -0.027 0.012
Br 4.4591 -0.0373 -4.0392 0.105 -0.444 0.176
Br 2.9360 -1.9863 -1.9861 0.341 0.071 -0.188
Br 4.6018 -3.2224 -4.4415 -0.054 0.314 0.230
H 5.3548 -1.8078 -2.5394 -0.245 0.010 -0.170
C 8.3926 -0.5753 -1.5179 0.127 -0.033 -0.045
Br 8.3885 1.1562 -2.3921 -0.038 -0.327 0.206
Br 6.8652 -0.7925 -0.3401 0.227 0.072 -0.266
Br 8.5311 -2.0287 -2.7951 -0.120 0.316 0.234
H 9.2843 -0.6143 -0.8934 -0.243 -0.005 -0.195
C 5.5230 -2.0496 -8.7837 -0.020 0.068 -0.096
Br 3.7793 -2.6993 -8.2361 0.345 0.122 -0.097
Br 6.1077 -0.5522 -7.6978 -0.108 -0.347 -0.167
Br 6.8423 -3.4715 -8.8213 -0.261 0.266 0.066
H 5.4206 -1.6827 -9.8040 0.032 -0.116 0.297
C 13.0743 -0.7401 -0.6298 0.146 0.003 -0.074
Br 13.0649 0.9870 -1.5125 -0.081 -0.360 0.177
Br 11.5557 -0.9480 0.5596 0.265 -0.016 -0.171
Br 13.1988 -2.1999 -1.9008 -0.089 0.317 0.247
H 13.9704 -0.7777 -0.0116 -0.282 0.006 -0.145
C 8.6351 2.1323 1.7529 -0.010 -0.039 -0.113
Br 7.6262 3.7878 1.6952 0.213 -0.350 0.039
Br 10.5130 2.4435 2.1240 -0.390 0.004 -0.016
Br 7.8574 0.8556 2.9888 0.196 0.292 -0.145
H 8.5764 1.6889 0.7589 -0.014 0.133 0.239
```
Positions in Å, forces in eV/Å.